## i
A cluster of 13 separate species, C39H104O39S13 in total. Source: OMol25; level of theory: ωB97M-V with the def2-TZVPD basis set.

Values from the calculation:
Orbital gap (Eh): 0.3742
Spin multiplicity: 1

Each line ends with the Mulliken charge.
CARTESIAN COORDINATES (ANGSTROEM)
O1 -4.73 1.14 -0.96  -0.590
S1 -4.50 1.67 -2.31  0.983
O2 -3.23 2.31 -2.70  -0.320
O3 -4.90 0.44 -3.36  -0.382
C1 -4.44 -0.84 -3.10  0.772
C2 -4.54 -1.78 -4.32  -1.274
C3 -5.88 2.95 -2.60  -1.089
H1 -4.92 -1.27 -2.22  0.239
H2 -3.41 -0.78 -2.75  -0.356
H3 -3.82 -1.48 -5.08  0.326
H4 -5.59 -1.84 -4.62  0.380
H5 -4.29 -2.79 -4.02  0.251
H6 -5.55 3.76 -1.95  0.209
H7 -6.80 2.60 -2.13  0.438
H8 -5.96 3.12 -3.68  0.342
O4 4.76 -4.07 4.48  -0.592
S2 4.34 -3.75 3.08  1.087
O5 2.97 -3.71 2.60  -0.400
O6 5.07 -2.37 2.67  -0.342
C4 4.91 -1.90 1.39  1.038
C5 6.23 -1.53 0.87  -1.441
C6 5.28 -4.96 2.01  -1.055
H9 4.14 -1.13 1.38  -0.324
H10 4.57 -2.72 0.75  0.031
H11 6.62 -0.57 1.21  0.190
H12 6.40 -1.57 -0.21  0.315
H13 6.98 -2.24 1.22  0.458
H14 6.34 -4.80 2.21  0.369
H15 5.08 -4.92 0.94  0.282
H16 4.92 -5.97 2.21  0.425
O7 1.71 -0.30 6.87  -0.552
S3 2.81 0.62 6.53  1.254
O8 2.74 1.97 7.00  -0.680
O9 4.29 0.08 6.99  -0.342
C7 4.49 -1.32 6.88  0.602
C8 5.86 -1.76 7.32  -1.506
C9 3.00 0.57 4.69  -0.045
H17 4.32 -1.63 5.84  -0.236
H18 3.78 -1.97 7.39  0.256
H19 6.66 -1.29 6.74  0.369
H20 5.99 -2.83 7.14  0.365
H21 5.92 -1.61 8.40  0.376
H22 3.47 -0.32 4.28  -0.139
H23 3.55 1.44 4.36  0.461
H24 1.98 0.63 4.31  -0.237
O10 -3.02 6.54 -5.69  -0.616
S4 -3.52 5.61 -4.66  1.061
O11 -4.93 5.69 -4.16  -0.551
O12 -3.26 4.04 -5.08  -0.292
C10 -2.02 3.56 -5.57  0.617
C11 -2.27 2.51 -6.65  -1.576
C12 -2.41 5.59 -3.17  -0.684
H25 -1.38 3.03 -4.86  -0.363
H26 -1.42 4.38 -5.97  0.607
H27 -3.14 1.86 -6.54  0.366
H28 -1.41 1.84 -6.72  0.338
H29 -2.27 2.95 -7.65  0.395
H30 -2.62 6.48 -2.57  0.495
H31 -1.35 5.62 -3.43  0.324
H32 -2.55 4.70 -2.57  -0.013
O13 -6.98 5.45 -0.20  -0.572
S5 -6.21 5.09 1.01  1.085
O14 -6.72 4.12 2.02  -0.593
O15 -4.66 4.66 0.50  -0.298
C13 -4.03 3.40 0.96  0.595
C14 -3.25 3.68 2.25  -0.953
C15 -5.66 6.61 1.91  -0.840
H33 -3.45 3.02 0.12  -0.362
H34 -4.68 2.60 1.33  0.330
H35 -2.55 2.87 2.46  0.078
H36 -3.86 3.93 3.12  0.377
H37 -2.55 4.51 2.15  0.293
H38 -4.81 6.32 2.52  0.231
H39 -6.47 6.96 2.55  0.377
H40 -5.27 7.33 1.19  0.310
O16 -0.46 0.68 5.31  -0.508
S6 -0.67 2.12 5.06  1.026
O17 -0.13 2.71 3.85  -0.570
O18 -2.26 2.44 5.20  -0.130
C16 -3.05 1.76 6.21  0.010
C17 -4.50 2.03 6.13  -1.362
C18 0.02 3.11 6.47  -1.360
H41 -2.61 2.16 7.12  0.347
H42 -2.90 0.68 6.23  0.241
H43 -4.93 1.62 5.22  0.233
H44 -4.76 3.09 6.21  0.338
H45 -5.06 1.68 6.99  0.417
H46 -0.57 4.01 6.66  0.423
H47 1.06 3.32 6.22  0.453
H48 -0.16 2.48 7.35  0.397
O19 2.89 -4.13 -2.06  -0.557
S7 2.63 -3.32 -3.30  1.312
O20 2.69 -3.90 -4.68  -0.641
O21 1.14 -2.61 -2.99  -0.178
C19 0.55 -1.69 -3.90  -0.661
C20 0.08 -0.39 -3.23  0.124
C21 3.73 -1.81 -3.23  -0.249
H49 -0.27 -2.20 -4.42  0.287
H50 1.27 -1.38 -4.65  0.495
H51 -0.41 0.34 -3.87  0.641
H52 0.86 0.07 -2.63  -0.357
H53 -0.62 -0.66 -2.43  -0.397
H54 3.70 -1.50 -2.19  -0.326
H55 3.44 -1.03 -3.94  0.122
H56 4.72 -2.23 -3.42  0.548
O22 -2.49 -2.04 -0.58  -0.043
S8 -2.68 -3.24 0.21  0.795
O23 -1.61 -4.24 0.23  -0.680
O24 -3.00 -2.84 1.78  -0.009
C22 -3.91 -1.82 2.03  -0.289
C23 -3.30 -0.88 3.04  -0.539
C24 -4.25 -4.00 -0.30  -1.132
H57 -4.81 -2.35 2.35  0.310
H58 -4.11 -1.20 1.16  0.255
H59 -4.09 -0.25 3.45  0.446
H60 -2.62 -0.20 2.55  -0.315
H61 -2.86 -1.44 3.87  0.164
H62 -4.56 -4.68 0.50  0.367
H63 -4.12 -4.52 -1.25  0.263
H64 -5.01 -3.22 -0.34  0.377
O25 1.78 2.61 -7.52  -0.646
S9 2.51 2.29 -6.29  1.007
O26 2.50 0.90 -5.76  -0.464
O27 4.10 2.87 -6.44  -0.252
C25 4.27 4.12 -7.07  -0.222
C26 5.76 4.24 -7.63  -1.219
C27 1.83 3.37 -4.89  -0.042
H65 3.85 4.95 -6.49  0.326
H66 3.68 4.21 -7.98  0.306
H67 6.55 4.40 -6.90  0.300
H68 5.79 5.01 -8.39  0.385
H69 6.07 3.38 -8.23  0.330
H70 2.33 4.34 -4.84  0.380
H71 1.79 2.85 -3.94  -0.108
H72 0.82 3.59 -5.22  -0.108
O28 3.20 1.98 -2.15  -0.519
S10 4.09 1.64 -1.06  0.949
O29 4.31 0.21 -0.76  -0.532
O30 5.57 2.43 -1.23  -0.342
C28 6.63 2.15 -0.34  0.080
C29 7.46 3.50 -0.12  -1.284
C30 3.53 2.48 0.44  -0.301
H73 7.30 1.51 -0.89  0.318
H74 6.31 1.65 0.58  0.138
H75 6.79 4.26 0.30  0.307
H76 7.76 3.87 -1.10  0.313
H77 8.34 3.49 0.52  0.373
H78 3.57 3.55 0.24  0.533
H79 4.19 2.33 1.30  0.316
H80 2.57 2.00 0.64  -0.351
O31 -2.89 -6.45 -6.52  -0.615
S11 -1.90 -6.43 -5.43  1.107
O32 -0.53 -6.10 -5.67  -0.519
O33 -2.55 -5.50 -4.14  -0.456
C31 -1.63 -4.69 -3.40  0.570
C32 -0.66 -5.47 -2.58  -1.484
C33 -1.94 -8.05 -4.44  -0.962
H81 -2.17 -4.03 -2.72  -0.076
H82 -0.99 -4.11 -4.07  0.174
H83 -0.05 -6.16 -3.17  0.348
H84 -1.30 -5.94 -1.84  0.470
H85 0.14 -4.99 -2.01  0.204
H86 -2.93 -8.33 -4.81  0.403
H87 -2.01 -7.86 -3.36  0.292
H88 -1.01 -8.52 -4.72  0.361
O34 0.49 -3.71 7.36  -0.588
S12 0.20 -4.26 6.04  1.119
O35 0.69 -5.55 5.50  -0.641
O36 -1.48 -4.28 5.91  -0.426
C34 -2.08 -4.59 4.62  0.306
C35 -3.56 -5.01 4.80  -1.390
C36 0.74 -3.04 4.69  0.317
H89 -1.36 -5.30 4.22  0.525
H90 -2.08 -3.72 3.96  -0.148
H91 -3.69 -5.86 5.48  0.418
H92 -4.06 -5.23 3.85  0.274
H93 -4.11 -4.25 5.36  0.334
H94 1.82 -3.19 4.64  -0.209
H95 0.51 -2.04 5.07  -0.001
H96 0.26 -3.19 3.73  0.057
O37 1.75 -0.09 1.77  -0.156
S13 0.59 -0.64 1.09  0.831
O38 -0.53 -1.19 1.78  0.101
O39 0.07 0.43 0.00  -0.469
C37 -0.34 1.72 0.50  0.771
C38 -0.17 2.75 -0.66  -1.115
C39 1.17 -1.95 -0.18  -0.164
H97 0.31 1.90 1.36  0.259
H98 -1.38 1.73 0.81  -0.293
H99 0.01 3.75 -0.27  0.464
H100 -1.16 2.70 -1.11  0.204
H101 0.67 2.57 -1.32  -0.171
H102 1.65 -2.79 0.32  0.572
H103 2.00 -1.59 -0.80  -0.394
H104 0.32 -2.29 -0.76  -0.339

***

## ii
A cluster of 13 separate species, C39H104O39S13 in total. Source: OMol25; level of theory: ωB97M-V with the def2-TZVPD basis set.

Values from the calculation:
Orbital gap (Eh): 0.3878
Spin multiplicity: 1

Each line ends with the Mulliken charge.
CARTESIAN COORDINATES (ANGSTROEM)
O1 -19.71 3.33 -14.75  -0.504
S1 -19.23 1.98 -14.79  0.641
O2 -18.89 1.36 -16.02  -0.430
O3 -18.01 1.82 -13.77  0.387
C1 -17.23 3.00 -13.47  0.635
C2 -16.61 2.83 -12.13  -0.277
C3 -20.42 1.00 -13.88  0.718
H1 -17.77 3.94 -13.61  -0.418
H2 -16.44 3.13 -14.23  -0.165
H3 -17.27 2.59 -11.30  -0.400
H4 -15.93 3.64 -11.85  0.291
H5 -15.89 2.00 -12.19  0.216
H6 -21.41 1.24 -14.23  0.346
H7 -20.25 1.33 -12.85  -0.586
H8 -20.07 -0.02 -13.95  -0.633
O4 -18.38 7.59 -16.33  -0.712
S2 -17.41 6.53 -16.24  1.123
O5 -16.09 6.70 -16.70  -0.509
O6 -17.37 6.04 -14.71  -0.207
C4 -18.03 6.83 -13.70  0.087
C5 -17.07 6.97 -12.54  -1.100
C6 -18.04 5.05 -16.99  -0.281
H9 -19.01 6.45 -13.42  -0.257
H10 -18.35 7.81 -14.06  0.742
H11 -16.67 6.04 -12.14  0.098
H12 -17.62 7.39 -11.68  0.433
H13 -16.28 7.71 -12.67  0.281
H14 -18.77 4.70 -16.27  -0.231
H15 -17.23 4.32 -17.03  0.205
H16 -18.49 5.30 -17.94  0.522
O7 -16.33 1.46 -8.48  -0.602
S3 -16.43 2.86 -8.22  1.004
O8 -15.71 3.75 -9.05  -0.567
O9 -17.97 3.20 -8.13  0.028
C7 -18.33 4.57 -8.25  -0.004
C8 -19.70 4.82 -7.67  -1.313
C9 -16.00 3.16 -6.52  -0.882
H17 -18.33 4.89 -9.29  -0.010
H18 -17.56 5.20 -7.80  0.522
H19 -20.03 5.85 -7.83  0.435
H20 -19.62 4.68 -6.58  0.336
H21 -20.45 4.14 -8.07  0.170
H22 -16.50 2.40 -5.94  0.196
H23 -16.37 4.15 -6.29  0.362
H24 -14.92 3.18 -6.39  0.366
O10 -22.81 1.48 -11.83  -0.240
S4 -23.19 2.80 -11.53  0.876
O11 -22.62 3.48 -10.44  -0.681
O12 -22.85 3.63 -12.86  0.061
C10 -22.74 5.04 -12.75  -0.857
C11 -21.32 5.49 -12.39  -0.540
C12 -24.95 2.83 -11.69  -0.969
H25 -23.38 5.41 -11.95  0.418
H26 -22.97 5.52 -13.70  0.427
H27 -20.71 4.78 -12.97  -0.232
H28 -21.05 5.26 -11.36  0.161
H29 -21.13 6.55 -12.51  0.576
H30 -25.30 3.81 -12.02  0.401
H31 -25.37 2.58 -10.72  0.426
H32 -25.26 2.17 -12.50  0.065
O13 -22.87 1.19 -16.37  -0.301
S5 -23.88 1.91 -17.06  0.991
O14 -23.63 2.69 -18.19  -0.691
O15 -24.98 0.84 -17.49  -0.481
C13 -25.43 -0.04 -16.45  1.243
C14 -26.93 0.00 -16.30  -1.336
C15 -24.77 2.81 -15.81  -0.305
H33 -24.84 0.08 -15.53  -0.845
H34 -25.04 -1.06 -16.61  0.217
H35 -27.34 -0.44 -17.22  0.398
H36 -27.40 0.98 -16.25  0.284
H37 -27.31 -0.64 -15.51  0.285
H38 -25.51 3.45 -16.29  0.437
H39 -24.03 3.47 -15.36  0.042
H40 -25.20 2.13 -15.10  -0.050
O16 -12.83 -2.20 -14.53  -0.618
S6 -12.54 -1.91 -15.88  1.222
O17 -12.72 -2.92 -16.84  -0.626
O18 -13.34 -0.63 -16.37  -0.268
C16 -14.65 -0.37 -15.77  -0.265
C17 -15.72 -0.60 -16.80  -0.383
C18 -10.91 -1.23 -15.97  -0.941
H41 -14.61 0.67 -15.45  -0.078
H42 -14.90 -0.84 -14.82  0.364
H43 -15.68 -1.65 -17.11  0.237
H44 -15.76 0.05 -17.67  0.397
H45 -16.68 -0.55 -16.29  0.030
H46 -10.22 -2.05 -15.79  0.358
H47 -10.85 -0.49 -15.17  0.305
H48 -10.81 -0.73 -16.93  0.327
O19 -17.66 -1.77 -21.74  -0.647
S7 -18.27 -1.69 -20.46  1.017
O20 -19.69 -1.70 -20.38  -0.551
O21 -17.67 -2.82 -19.49  -0.041
C19 -17.61 -4.14 -20.10  -0.428
C20 -17.66 -5.21 -19.03  -0.857
C21 -17.57 -0.37 -19.53  -0.725
H49 -16.68 -4.19 -20.67  0.314
H50 -18.45 -4.36 -20.77  0.411
H51 -18.27 -4.96 -18.16  -0.065
H52 -16.66 -5.41 -18.63  0.363
H53 -18.06 -6.14 -19.44  0.371
H54 -17.94 0.56 -19.95  0.494
H55 -16.50 -0.50 -19.44  0.384
H56 -18.00 -0.51 -18.54  -0.053
O22 -9.45 2.97 -9.09  -0.629
S8 -9.79 4.35 -9.05  1.171
O23 -8.80 5.33 -9.23  -0.609
O24 -10.94 4.72 -10.06  -0.249
C22 -12.08 3.86 -10.20  -0.555
C23 -12.70 3.93 -11.57  -0.801
C24 -10.63 4.65 -7.51  -0.809
H57 -12.83 4.27 -9.51  0.249
H58 -11.95 2.83 -9.85  0.460
H59 -13.39 4.75 -11.78  0.204
H60 -13.32 3.03 -11.73  0.328
H61 -11.99 3.90 -12.40  0.369
H62 -11.49 3.98 -7.48  0.194
H63 -10.96 5.68 -7.51  0.318
H64 -9.97 4.36 -6.70  0.373
O25 -20.43 -1.18 -5.55  -0.665
S9 -19.46 -0.98 -6.56  1.245
O26 -18.57 -2.03 -6.93  -0.636
O27 -20.30 -0.45 -7.78  -0.439
C25 -19.66 -0.10 -9.02  0.479
C26 -20.29 1.17 -9.51  -0.398
C27 -18.53 0.51 -6.10  -0.820
H65 -19.66 -0.88 -9.78  0.180
H66 -18.58 0.05 -8.89  -0.169
H67 -19.86 1.58 -10.42  -0.051
H68 -20.42 1.95 -8.76  -0.048
H69 -21.29 0.92 -9.89  0.250
H70 -17.65 0.52 -6.72  0.191
H71 -18.56 0.50 -5.02  0.517
H72 -19.28 1.24 -6.43  0.217
O28 -12.71 6.05 -13.90  -0.438
S10 -12.59 6.90 -15.05  0.991
O29 -11.33 7.41 -15.44  -0.626
O30 -13.24 6.17 -16.30  -0.286
C28 -13.24 4.73 -16.43  -0.794
C29 -14.00 4.01 -15.33  0.057
C30 -13.74 8.24 -14.95  -0.558
H73 -12.18 4.44 -16.46  0.345
H74 -13.72 4.53 -17.38  0.332
H75 -14.36 3.03 -15.67  0.251
H76 -14.87 4.61 -15.04  0.033
H77 -13.43 3.83 -14.43  0.052
H78 -13.44 9.00 -15.67  0.367
H79 -13.66 8.73 -13.98  0.371
H80 -14.75 7.90 -15.13  -0.123
O31 -26.38 -0.62 -13.19  -0.566
S11 -26.08 -2.03 -13.26  1.150
O32 -26.83 -2.89 -14.09  -0.647
O33 -24.58 -2.13 -13.72  -0.286
C31 -23.68 -1.19 -13.09  0.109
C32 -22.29 -1.77 -12.93  0.107
C33 -26.13 -2.81 -11.62  -0.976
H81 -24.04 -0.92 -12.09  0.499
H82 -23.73 -0.21 -13.59  -0.066
H83 -21.75 -1.03 -12.35  -0.027
H84 -21.84 -2.01 -13.90  -0.576
H85 -22.36 -2.77 -12.49  0.444
H86 -27.16 -3.05 -11.42  0.412
H87 -25.64 -2.07 -10.99  0.288
H88 -25.48 -3.67 -11.79  0.328
O34 -17.97 -0.31 -11.96  0.027
S12 -17.86 -1.73 -11.86  0.900
O35 -19.01 -2.46 -11.45  -0.779
O36 -17.34 -2.31 -13.25  -0.054
C34 -18.23 -3.31 -13.88  0.308
C35 -17.69 -3.81 -15.22  -1.307
C36 -16.44 -2.10 -10.88  -1.096
H89 -19.18 -2.81 -14.02  -0.193
H90 -18.18 -4.20 -13.25  0.385
H91 -18.38 -4.55 -15.64  0.339
H92 -16.77 -4.41 -15.15  0.602
H93 -17.58 -2.94 -15.86  0.038
H94 -16.45 -3.19 -10.75  0.399
H95 -16.51 -1.54 -9.96  0.215
H96 -15.57 -1.90 -11.48  0.309
O37 -21.58 -2.93 -15.62  -0.962
S13 -20.93 -2.41 -16.79  1.131
O38 -19.67 -1.79 -16.65  -0.461
O39 -20.80 -3.59 -17.85  0.094
C37 -21.92 -4.42 -18.17  -0.098
C38 -21.47 -5.37 -19.26  -1.207
C39 -21.99 -1.37 -17.78  -0.307
H97 -22.83 -3.91 -18.50  0.270
H98 -22.19 -4.99 -17.27  0.259
H99 -20.67 -5.99 -18.84  0.247
H100 -20.92 -4.81 -20.02  0.202
H101 -22.27 -5.95 -19.71  0.432
H102 -21.55 -1.19 -18.76  0.195
H103 -21.98 -0.44 -17.21  -0.237
H104 -22.94 -1.88 -17.85  0.424

***

Looking at the structures above, ii is most stable, and the difference to the next one is 4.946 eV.